55
Properties=species:S:1:pos:R:3:mulliken_charge:R:1 method="wB97M-V/def2-TZVPD" energy_ev=-262577.331 homo_ha="-0.5414 / -0.5421" relative_energy_kcal_mol=0.0 homo_lumo_gap_ev="6.42 / 6.57" multiplicity=3 s2=2.02 largest_force_ev_per_a=3.0 charge=+2
Re -0.435 -0.130 0.262 1.919
Se 1.215 -1.458 1.787 0.076
Se 3.060 0.010 2.198 0.096
C 4.020 -0.475 0.585 0.430
C 5.396 -0.845 0.601 -0.715
C 5.995 -1.216 -0.592 -0.296
C 5.188 -1.382 -1.751 -0.974
C 3.882 -0.916 -1.675 -0.014
N 3.356 -0.377 -0.573 -0.022
C 0.013 -0.551 3.014 0.489
C -0.400 -0.705 4.342 -0.802
C -1.096 0.295 4.951 -0.273
C -1.352 1.474 4.187 -0.781
C -0.991 1.572 2.845 -0.024
N -0.485 0.452 2.259 0.365
H 5.945 -0.789 1.561 0.366
H 7.072 -1.304 -0.612 0.434
H 5.605 -1.792 -2.635 0.489
H 3.211 -1.031 -2.531 0.331
H -0.098 -1.633 4.847 0.503
H -1.437 0.199 5.985 0.495
H -1.837 2.365 4.641 0.441
H -1.091 2.490 2.282 0.440
Br -1.753 3.590 -0.454 0.060
C -2.869 2.126 -0.190 0.125
C -4.158 2.407 -0.598 -0.630
C -5.206 1.503 -0.414 -0.652
C -4.840 0.306 0.225 -0.790
C -3.477 0.070 0.512 0.741
N -2.459 0.957 0.268 0.172
C -3.036 -1.297 0.992 0.130
O -3.735 -2.077 1.569 -0.534
O -1.766 -1.464 0.580 -0.476
H -4.346 3.404 -1.027 0.467
H -6.228 1.828 -0.664 0.462
H -5.522 -0.485 0.487 0.555
N -0.968 0.281 -1.956 -0.735
C -0.159 1.352 -2.688 -0.693
C 1.240 1.636 -2.163 0.220
C 1.186 2.236 -0.752 0.282
O 1.791 3.201 -0.323 -0.575
O 0.494 1.454 0.125 -0.204
H -0.817 -0.641 -2.387 0.255
H -1.962 0.480 -2.120 0.304
H -0.703 2.301 -2.677 0.341
H -0.105 1.136 -3.753 0.550
H 1.747 2.329 -2.818 0.532
H 1.874 0.758 -2.108 -0.477
F 0.482 -1.481 -0.925 -0.361
P 0.118 -3.258 -2.053 1.428
F 1.717 -3.494 -1.804 -0.302
F -0.149 -4.527 -2.848 -0.221
F -1.400 -2.655 -2.076 -0.310
F 0.470 -2.334 -3.352 -0.327
F -0.196 -3.895 -0.585 -0.311